Computed, not measured: a molecular structure, C18H54ClHfN9O3P3, with the ωB97M-V functional and the def2-TZVPD basis.

Computed properties:
Net charge: +3
Energy above the lowest of the compared OMol25 structures with the same formula, charge and spin (kJ/mol): 0.0
E_HOMO (eV): -15.98
LUMO level (eV): -12.0
E_tot (Ha): -2968.205231

CARTESIAN COORDINATES (ANGSTROEM)
Hf1 -1.24598 13.95116 -26.31519
Cl1 -0.79039 11.41587 -26.89506
O1 -3.21796 13.31322 -27.30999
P1 -4.38310 12.97722 -28.23843
N1 -5.81744 12.67533 -27.42758
C1 -6.94794 11.98206 -28.08607
C2 -6.25990 13.56052 -26.35101
N2 -4.14002 11.60933 -29.12230
C3 -4.16850 10.30795 -28.43089
C4 -3.24940 11.66627 -30.29017
N3 -4.81402 14.13836 -29.35490
C5 -4.59949 15.55590 -28.92488
C6 -5.76334 13.94659 -30.46460
H1 -7.37931 11.35593 -27.30059
H2 -6.58846 11.30933 -28.85629
H3 -7.66603 12.75050 -28.36620
H4 -5.99496 13.10900 -25.39042
H5 -7.33782 13.70692 -26.34120
H6 -5.78040 14.53820 -26.42383
H7 -5.14192 10.12256 -27.98147
H8 -4.17424 9.45278 -29.11514
H9 -3.25688 10.15530 -27.85367
H10 -2.21526 11.77080 -29.94158
H11 -3.38546 10.80275 -30.93274
H12 -3.40384 12.58096 -30.86218
H13 -4.69010 15.56495 -27.84136
H14 -3.63304 15.84251 -29.34639
H15 -5.36598 16.17750 -29.37744
H16 -5.30213 13.26912 -31.18806
H17 -5.83252 14.88108 -31.01323
H18 -6.71212 13.49603 -30.18962
O2 -2.61630 12.84335 -24.74772
P2 -2.93431 12.18332 -23.40441
N4 -4.11483 11.02471 -23.54836
C7 -4.28732 10.19622 -24.74039
C8 -4.71050 10.47997 -22.33045
N5 -3.57400 13.25470 -22.32899
C9 -4.82755 13.95872 -22.63130
C10 -2.70582 14.19774 -21.59570
N6 -1.68466 11.44228 -22.61840
C11 -1.00297 10.33917 -23.28942
C12 -1.58308 11.33752 -21.13402
H19 -5.27204 10.32411 -25.19853
H20 -4.11153 9.16661 -24.42933
H21 -3.60695 10.52926 -25.52572
H22 -4.83778 11.17356 -21.50217
H23 -4.06300 9.71948 -21.87468
H24 -5.64661 10.02575 -22.64757
H25 -5.29758 14.34258 -21.72966
H26 -4.57193 14.76424 -23.32834
H27 -5.51635 13.26752 -23.11668
H28 -1.72226 13.77196 -21.41833
H29 -2.58613 15.11606 -22.18370
H30 -3.21585 14.44038 -20.66577
H31 0.05035 10.60996 -23.35486
H32 -1.14961 9.39292 -22.77038
H33 -1.31099 10.18792 -24.32752
H34 -2.45434 11.76270 -20.64272
H35 -0.71794 11.87745 -20.74833
H36 -1.49580 10.27666 -20.91462
O3 1.12015 13.72845 -26.72864
P3 2.48658 13.04885 -26.83876
N7 3.68474 13.97823 -26.18497
C13 5.05557 13.53403 -26.06608
C14 3.36557 14.84374 -25.02976
N8 2.98762 12.83979 -28.39251
C15 3.84364 13.77014 -29.13835
C16 2.16702 11.97135 -29.25854
N9 2.69298 11.57516 -26.11052
C17 3.45860 10.46823 -26.67958
C18 2.09113 11.28638 -24.80022
H37 5.75839 14.35861 -26.16390
H38 5.24984 12.69237 -26.73169
H39 5.21577 13.05327 -25.09077
H40 2.34478 15.21641 -25.10085
H41 3.98820 15.73600 -25.12346
H42 3.60492 14.36502 -24.07921
H43 4.46375 14.37433 -28.48372
H44 4.52483 13.17254 -29.74701
H45 3.29893 14.40658 -29.83730
H46 2.25306 10.97539 -28.82449
H47 1.14131 12.27303 -29.48040
H48 2.60552 11.86599 -30.25142
H49 4.12752 10.89096 -27.43270
H50 4.23156 10.16644 -25.96842
H51 2.89295 9.64248 -27.10582
H52 1.06275 11.63750 -24.91097
H53 2.61418 11.85595 -24.02589
H54 2.11573 10.25044 -24.47544